ORCA calculation (wB97M-V/def2-TZVPD) on C5H10NO2 as an isolated structure in a non-equilibrium geometry.

Each line ends with the Mulliken charge.
CARTESIAN COORDINATES (ANGSTROEM)
O: -2.6221 0.6004 -0.5344  -0.60
C: -3.4195 -0.0295 0.1934  -0.13
O: -3.2149 -0.6433 1.2586  -0.64
C: 2.1804 0.3213 0.4771  -0.22
C: 1.0059 -0.3277 -0.2653  0.62
C: 0.1733 -0.8370 0.9299  -1.42
C: 0.3223 0.6045 -1.2377  -1.26
N: 3.4202 -0.1343 0.4404  -0.79
H: -4.4859 -0.0769 -0.1692  0.39
H: 1.4903 -1.1429 -0.8042  0.22
H: -0.3298 0.0057 1.4418  0.35
H: -0.7189 -1.3515 0.5716  0.34
H: 0.7615 -1.2291 1.7580  0.43
H: -0.6455 0.1932 -1.5170  0.30
H: 0.9554 0.8936 -2.0804  0.39
H: 0.1500 1.6065 -0.8192  0.33
H: 3.0617 0.2467 -0.5604  0.31
H: 1.9155 1.3003 0.9171  0.39

E_HOMO, eV: -4.29
DFT total energy, eV: -10930.269
Total charge: -1
Gap between HOMO and LUMO, eV: 8.1271
ΔE to the lowest compared entry with this formula, charge and spin, eV: 3.996
Strongest force on any atom, eV/A: 2.27